[1]
The following is a DFT calculation (ωB97M-V/def2-TZVPD) of a cluster of 2 separate species, C2H9N2O in total in a non-equilibrium geometry.

Summary:
LUMO level in Ha: 0.169
E_tot in hartree: -266.32685
Net charge: -1
E_HOMO in eV: -2.7933
ΔE to the lowest compared entry with this formula, charge and spin in kJ/mol: 46.5

Each line ends with the natural charge from an NBO analysis.
Geometry (Å):
C 2.0682 -0.3625 1.0173  -0.19
O 1.1083 -0.8772 0.2150  -0.98
H 2.7752 -1.1323 1.4316  0.08
H 1.7127 0.1826 1.9251  0.08
H 2.7545 0.3403 0.4832  0.09
N -1.4643 -0.1558 0.4541  -0.95
C -1.4304 0.7404 -0.6825  -0.04
N -0.8644 0.0454 -1.8337  -0.88
H -1.9081 0.1675 1.2969  0.33
H -0.5365 -0.6329 0.5598  0.44
H -0.6796 1.4937 -0.4230  0.14
H -2.3849 1.1895 -0.9791  0.14
H -1.2632 -0.8890 -1.8774  0.34
H 0.1126 -0.1098 -1.5871  0.40

Forces on atoms 1 to 3 (eV/Å):
0.465 -0.339 -0.202
-0.038 -0.068 -0.057
-0.083 0.033 0.044

[2]
The following is a DFT calculation (ωB97M-V/def2-TZVPD) of the ion C2H9N2O with charge +1 in a non-equilibrium geometry.

Summary:
SMILES string: N[C@@H](O)C[NH3+]
LUMO level in Ha: -0.135
E_tot in hartree: -266.06372
Net charge: +1
E_HOMO in eV: -14.3846
ΔE to the lowest compared entry with this formula, charge and spin in kJ/mol: 230.9

Each line ends with the natural charge from an NBO analysis.
Geometry (Å):
C -0.2488 0.6903 0.3502  -0.27
C 0.2690 -0.7664 0.1606  0.22
N -0.5774 -1.7304 0.6301  -0.83
N 0.3768 1.6704 -0.5699  -0.69
O 0.5635 -0.8702 -1.3184  -0.76
H -1.3145 0.8144 0.2375  0.22
H -0.0594 1.0554 1.4056  0.23
H 1.2028 -0.7791 0.6980  0.18
H -0.5074 -1.8390 1.5889  0.40
H -1.6506 -1.6945 0.3416  0.40
H 0.6772 1.1104 -1.3842  0.48
H 1.2891 1.8739 -0.1360  0.45
H -0.3759 2.2805 -0.7069  0.46
H 0.3555 -1.8156 -1.2970  0.51

Forces on atoms 1 to 3 (eV/Å):
-0.294 -0.338 2.100
0.707 3.503 -1.837
-3.990 -1.059 -2.330

[3]
The following is a DFT calculation (ωB97M-V/def2-TZVPD) of a cluster of 2 separate species, C2H9N2O in total in a non-equilibrium geometry.

Summary:
LUMO level in Ha: -0.117
E_tot in hartree: -266.09675
Net charge: +1
E_HOMO in eV: -12.8511
ΔE to the lowest compared entry with this formula, charge and spin in kJ/mol: 144.2

Each line ends with the natural charge from an NBO analysis.
Geometry (Å):
C 1.0039 -0.2761 -0.5751  0.06
C 0.7871 0.8519 0.1202  -0.23
N -0.6163 1.2706 0.3402  -0.69
N 2.2377 -0.7887 -0.7817  -0.78
H 0.1888 -0.9596 -0.7643  0.21
H 1.5478 1.4190 0.6269  0.23
H -0.6958 1.8138 1.2003  0.44
H -1.2728 0.4621 0.4134  0.47
H -0.9444 1.8848 -0.4108  0.43
H 3.0002 -0.5042 -0.1907  0.40
H 2.4524 -1.5403 -1.4123  0.42
H -2.6804 -1.2650 -0.3104  0.50
H -2.5344 -1.5240 1.2132  0.51
O -2.4738 -0.8441 0.5313  -0.97

Forces on atoms 1 to 3 (eV/Å):
0.509 -0.285 1.097
-0.441 -0.554 -0.186
0.192 0.225 0.023

[4]
The following is a DFT calculation (ωB97M-V/def2-TZVPD) of the ion C2H9N2O with charge +1 in a non-equilibrium geometry.

Summary:
SMILES string: NC[NH2+]CO
LUMO level in Ha: -0.126
E_tot in hartree: -266.06093
Net charge: +1
E_HOMO in eV: -15.3006
ΔE to the lowest compared entry with this formula, charge and spin in kJ/mol: 238.3

Each line ends with the natural charge from an NBO analysis.
Geometry (Å):
C -0.2422 1.2093 0.2038  -0.07
N -0.2423 1.2148 1.6764  -0.81
H -1.2544 1.1344 -0.3034  0.20
H 0.1893 2.0627 -0.3742  0.22
H -0.5568 2.2241 1.8229  0.41
H -1.0095 0.6064 1.9753  0.38
N 0.6027 0.1124 -0.4807  -0.54
C 0.0015 -1.2572 -0.4828  0.08
O 1.0087 -2.1044 -0.9705  -0.70
H 0.6824 0.4800 -1.4392  0.45
H 1.4644 0.1093 0.1559  0.47
H -0.9793 -1.2510 -1.0329  0.20
H -0.3375 -1.6028 0.5469  0.20
H 0.6729 -2.9379 -1.2975  0.51

Forces on atoms 1 to 3 (eV/Å):
-1.312 0.093 -1.977
-0.487 1.713 -2.183
0.810 -0.272 0.806

[5]
The following is a DFT calculation (ωB97M-V/def2-TZVPD) of a cluster of 2 separate species, C2H9N2O in total in a non-equilibrium geometry.

Summary:
LUMO level in Ha: -0.158
E_tot in hartree: -266.09345
Net charge: +1
E_HOMO in eV: -14.9207
ΔE to the lowest compared entry with this formula, charge and spin in kJ/mol: 152.9

Each line ends with the natural charge from an NBO analysis.
Geometry (Å):
C 0.3838 1.1583 -2.2484  -0.42
N 0.6049 -0.2703 1.0491  -0.71
C 0.4061 0.6470 0.1029  0.41
N -0.1448 0.4180 -1.0909  -0.53
H 0.2002 0.5094 -3.0935  0.24
H -0.2804 1.9950 -2.4809  0.23
H 1.4348 1.3881 -2.1381  0.23
H -0.1479 -0.8170 1.5135  0.46
H 1.3286 0.1119 1.6447  0.41
H 1.0387 1.5293 0.1145  0.20
H -1.0980 0.0766 -1.0977  0.43
H -1.6201 -2.6583 2.0188  0.50
H -0.9250 -2.1941 3.2946  0.50
O -1.1809 -1.8939 2.4116  -0.96

Forces on atoms 1 to 3 (eV/Å):
-1.983 -0.011 -0.404
-0.650 2.236 0.424
1.395 -1.636 -1.724

[6]
The following is a DFT calculation (ωB97M-V/def2-TZVPD) of a cluster of 2 separate species, C2H9N2O in total in a non-equilibrium geometry.

Summary:
LUMO level (alpha / beta) in Ha: -0.396 / -0.565
E_tot in hartree: -265.41665
Net charge: +2
Multiplicity: 2
E_HOMO (alpha / beta) in eV: -19.2551 / -18.6455
ΔE to the lowest compared entry with this formula, charge and spin in kJ/mol: 588.1
⟨S²⟩: 0.755

Each line ends with the Mulliken spin population.
Geometry (Å):
C 0.4707 1.3774 1.2473  0.00
C -0.2399 0.1783 0.9616  -0.01
N 0.5912 -0.8046 0.1247  0.09
N 1.2165 1.9945 0.1458  0.00
H 0.8950 1.7969 2.1738  0.00
H -1.0776 0.3644 0.2595  0.00
H 0.9315 -0.3020 -0.6981  0.00
H 1.4643 -1.1690 0.5105  0.00
H -0.5369 -0.4039 1.8460  0.00
H 1.0137 3.0199 0.2599  0.00
H 2.1831 1.9500 0.5346  0.00
H -2.5734 -1.9741 -2.0589  -0.02
H -1.8804 -3.3960 -2.5173  -0.02
O -2.4579 -2.6318 -2.7895  0.96

Forces on atoms 1 to 3 (eV/Å):
4.418 1.568 -2.141
-0.723 -2.807 -0.328
0.408 1.573 -0.354

[7]
The following is a DFT calculation (ωB97M-V/def2-TZVPD) of a cluster of 2 separate species, C2H9N2O2 in total in a non-equilibrium geometry.

Summary:
LUMO level in Ha: -0.138
E_tot in hartree: -341.36230
Net charge: +1
E_HOMO in eV: -14.4489
ΔE to the lowest compared entry with this formula, charge and spin in kJ/mol: 99.3

Each line ends with the natural charge from an NBO analysis.
Geometry (Å):
N 1.5681 -2.1397 -0.5702  -0.66
C 1.4786 -0.9205 0.3446  -0.31
C 0.0454 -0.3850 0.2414  0.63
N -0.1291 0.9271 0.0584  -0.79
O -0.8322 -1.2152 0.3211  -0.59
H 1.0240 -1.9956 -1.4171  0.46
H 1.3209 -2.9737 -0.0405  0.46
H 2.5580 -2.2865 -0.7949  0.44
H 1.6117 -1.2512 1.3598  0.25
H 2.2856 -0.2374 0.0919  0.23
H 0.5321 1.6634 0.2358  0.41
H -1.0750 1.2453 0.2307  0.45
H -2.1952 3.6353 0.5870  0.48
H -1.7846 3.7692 -0.8925  0.49
O -2.0463 3.1283 -0.2221  -0.96

Forces on atoms 1 to 3 (eV/Å):
1.284 0.524 1.094
-0.108 0.214 -0.505
0.653 -0.099 0.195

[8]
The following is a DFT calculation (ωB97M-V/def2-TZVPD) of a structure of composition C2H9N2O2P in a non-equilibrium geometry.

Summary:
LUMO level (alpha / beta) in Ha: 0.028 / -0.114
E_tot in hartree: -682.77660
Net charge: 0
Multiplicity: 3
E_HOMO (alpha / beta) in eV: -4.1065 / -10.2340
ΔE to the lowest compared entry with this formula, charge and spin in kJ/mol: 22.5
⟨S²⟩: 2.005

Each line ends with the Mulliken spin population.
Geometry (Å):
C 0.9594 0.8302 1.9791  0.12
C 1.0480 -0.5108 1.2411  -0.03
N -2.0011 -0.6449 -1.3518  0.26
N 1.0010 -0.3624 -0.2288  0.74
O 0.4664 0.1841 -2.5744  -0.31
O -0.8608 1.6979 -0.7345  -0.16
P 0.0298 0.5785 -1.0465  1.58
H 1.7620 1.4702 1.6395  -0.05
H 0.1147 1.4034 1.6273  0.01
H 0.8889 0.7671 3.0698  -0.01
H 1.9982 -1.0869 1.3075  0.01
H 0.0818 -1.0825 1.5458  0.03
H -2.7322 -0.4654 -0.7199  -0.06
H -1.9857 -0.6282 -2.3639  -0.06
H 0.8823 -0.6432 -2.3823  -0.01
H -1.6526 -1.5071 -1.0079  -0.08

Forces on atoms 1 to 3 (eV/Å):
0.171 0.440 -0.372
-0.731 -0.525 -1.086
2.457 -0.979 0.074

[9]
The following is a DFT calculation (ωB97M-V/def2-TZVPD) of an isolated molecule of C2H9N2OP in a non-equilibrium geometry.

Summary:
SMILES string: CP(C)(=O)NN
LUMO level in Ha: 0.030
E_tot in hartree: -607.71935
Net charge: 0
E_HOMO in eV: -9.5184
ΔE to the lowest compared entry with this formula, charge and spin in kJ/mol: 45.0

Each line ends with the natural charge from an NBO analysis.
Geometry (Å):
C -1.4903 -0.2594 -1.1854  -1.00
C -0.7297 0.4665 1.5491  -1.01
N 2.5200 0.1998 -0.1321  -0.65
N 1.0681 0.2559 -0.7275  -0.85
O 0.1339 -1.9034 0.4087  -1.09
P -0.1892 -0.5126 0.0826  2.06
H -1.1831 -0.8021 -2.0755  0.26
H -2.4311 -0.6659 -0.8236  0.24
H -1.6134 0.7928 -1.4233  0.23
H -0.0425 0.2646 2.3670  0.25
H -0.7539 1.5321 1.3416  0.23
H -1.7232 0.1270 1.8322  0.24
H 3.0695 -0.2246 -0.8767  0.35
H 2.4569 -0.5034 0.6042  0.36
H 0.9080 1.2326 -0.9415  0.38

Forces on atoms 1 to 3 (eV/Å):
0.427 -0.235 0.590
0.286 -0.502 -0.608
-2.454 0.061 -0.625

[10]
The following is a DFT calculation (ωB97M-V/def2-TZVPD) of a cluster of 2 separate species, C2H9N2S in total in a non-equilibrium geometry.

Summary:
LUMO level in Ha: 0.160
E_tot in hartree: -589.32265
Net charge: -1
E_HOMO in eV: -3.0411
ΔE to the lowest compared entry with this formula, charge and spin in kJ/mol: 26.0

Each line ends with the natural charge from an NBO analysis.
Geometry (Å):
N 1.6672 -0.1033 -0.8916  -0.88
C 0.2469 0.1350 -1.0748  -0.23
C -0.5803 -0.8985 -0.2623  -0.23
N -1.8873 -0.3605 0.1021  -0.87
H 1.8105 0.1511 0.0919  0.39
H 2.2904 0.4807 -1.4757  0.34
H -0.0102 0.0314 -2.1400  0.16
H -0.0124 1.1281 -0.6423  0.19
H -0.6438 -1.8418 -0.8334  0.16
H 0.1088 -1.1080 0.5873  0.19
H -2.3330 -1.0693 0.6770  0.34
H -1.5869 0.4312 0.6998  0.40
S 0.1995 1.3998 1.9637  -1.07
H 0.7306 1.6241 3.1983  0.11

Forces on atoms 1 to 3 (eV/Å):
0.778 -0.212 0.173
-0.804 0.197 -0.037
1.658 -0.331 -0.492

[11]
The following is a DFT calculation (ωB97M-V/def2-TZVPD) of a cluster of 3 separate species, C2H9N2S in total in a non-equilibrium geometry.

Summary:
LUMO level in Ha: -0.165
E_tot in hartree: -588.98196
Net charge: +1
E_HOMO in eV: -14.6920
ΔE to the lowest compared entry with this formula, charge and spin in kJ/mol: 230.7

Each line ends with the natural charge from an NBO analysis.
Geometry (Å):
C -0.4975 0.8213 0.8301  -0.32
C -0.6223 -0.6321 0.5747  0.18
N -0.7151 1.5357 -0.4510  -0.86
N -0.8384 -1.0890 -0.6137  -0.67
S -0.1453 -1.6062 1.7667  0.35
H 0.5774 1.0416 1.2753  0.27
H -1.2059 1.0089 1.6806  0.25
H 2.0294 -0.6614 0.7869  -0.05
H -1.6352 1.9027 -0.6404  0.40
H 0.0145 2.2206 -0.4598  0.40
H 2.3162 -0.6669 -0.0007  0.04
H -1.0508 -0.3978 -1.4017  0.47
H -0.9731 -2.0524 -0.7792  0.42
H -0.4298 -2.6140 1.0340  0.12

Forces on atoms 1 to 3 (eV/Å):
0.209 1.113 0.157
0.864 1.363 -1.779
0.839 -0.795 1.360

[12]
The following is a DFT calculation (ωB97M-V/def2-TZVPD) of a cluster of 2 separate species, C2H9N3 in total in a non-equilibrium geometry.

Summary:
SMILES string: [H]/N=C/N.CN
LUMO level in Ha: 0.025
E_tot in hartree: -245.83982
Net charge: 0
E_HOMO in eV: -9.2672
ΔE to the lowest compared entry with this formula, charge and spin in kJ/mol: 83.6

Each line ends with the natural charge from an NBO analysis.
Geometry (Å):
C 0.6877 0.0494 -3.6859  -0.42
N -0.2950 0.6142 -2.7607  -0.83
H 1.0181 0.7572 -4.4279  0.18
H 1.5848 -0.3352 -3.1922  0.19
H 0.2280 -0.7432 -4.2842  0.19
H -0.4330 1.6168 -2.8950  0.35
H 0.0937 0.6495 -1.8260  0.35
N -0.6990 0.6631 1.9856  -0.82
C 0.2142 -0.2882 2.3160  0.28
N -0.0863 -1.3060 3.0065  -0.72
H -0.5217 1.4774 1.4303  0.39
H -1.6394 0.5816 2.3345  0.39
H 1.1920 -0.0526 1.8925  0.14
H 0.7498 -1.8645 3.1361  0.34

Forces on atoms 1 to 3 (eV/Å):
-0.127 -0.246 -0.414
0.137 0.868 0.746
0.232 0.541 -0.177